{"formula": "C14H13NO2S", "method": "ωB97M-V/def2-TZVPD", "smiles": "O=C1CCCc2nc(COc3ccccc3)sc21", "homo_lumo_gap_ev": 8.909, "species": ["O", "N", "O", "S", "C", "C", "C", "C", "C", "C", "C", "C", "C", "C", "C", "C", "C", "C", "H", "H", "H", "H", "H", "H", "H", "H", "H", "H", "H", "H", "H"], "xyz": [[2.32085, -2.65940, -1.23653], [1.21341, 0.94353, 1.35157], [-2.22982, 1.42341, 0.93238], [0.24588, -0.37296, -0.62542], [2.68249, -1.86919, -0.38961], [0.16739, 0.92153, 0.57031], [1.82343, -0.79043, 0.01258], [2.14166, -0.04010, 1.10350], [-4.41986, 0.32321, -2.53340], [-4.33180, -0.54411, -1.42633], [-3.81368, 1.58378, -2.45967], [-3.63619, -0.13475, -0.28048], [-3.10327, 1.99902, -1.32864], [-2.97767, 1.14373, -0.21987], [-0.90520, 1.96925, 0.74124], [4.07286, -2.03093, 0.26883], [3.32361, -0.25918, 1.97986], [4.00729, -1.61321, 1.73573], [-4.94862, -0.00073, -3.41890], [-4.83571, -1.51469, -1.44080], [-3.86436, 2.21303, -3.34346], [-3.56687, -0.75484, 0.58949], [-2.70006, 3.00882, -1.27388], [-0.85562, 2.63209, -0.13897], [-0.64694, 2.53462, 1.64013], [4.41741, -3.08541, 0.19516], [4.80417, -1.40674, -0.25216], [4.06790, 0.53845, 1.81197], [3.03187, -0.20559, 3.02436], [5.04533, -1.56221, 2.14715], [3.47011, -2.38998, 2.26383]], "lowdin_charge": [0.07, 0.09, -0.07, 1.13, -0.41, -0.50, -0.40, -0.29, -0.09, -0.08, -0.09, -0.01, -0.03, -0.26, -0.15, -0.10, -0.12, -0.19, 0.10, 0.11, 0.10, 0.10, 0.11, 0.12, 0.13, 0.13, 0.12, 0.13, 0.12, 0.12, 0.11]}

=====

{"formula": "C3H4N2OS", "method": "ωB97M-V/def2-TZVPD", "smiles": "[H]/N=C/N(C=O)C=S", "homo_lumo_gap_ev": 8.250, "species": ["C", "C", "C", "H", "H", "H", "H", "N", "N", "O", "S"], "xyz": [[1.11609, -0.04191, -0.00392], [-1.08017, -1.03543, 0.00014], [-0.77373, 1.43875, 0.00191], [2.69994, -1.10713, 0.00256], [1.63760, 0.92270, -0.00153], [-0.45372, -1.91857, 0.00426], [0.09191, 2.16520, 0.00175], [1.66141, -1.17459, 0.00016], [-0.28089, 0.12252, -0.00298], [-1.92396, 1.77841, -0.00121], [-2.69448, -1.14996, -0.00115]], "lowdin_charge": [-0.25, -0.63, -0.29, 0.08, 0.12, 0.05, 0.14, 0.10, -0.10, 0.05, 0.73]}

=====

{"formula": "C5H35N2O13", "method": "ωB97M-V/def2-TZVPD", "homo_lumo_gap_ev": 8.737, "total_charge": -1, "species": ["C", "O", "C", "C", "C", "N", "C", "N", "H", "H", "H", "H", "H", "H", "H", "H", "H", "H", "H", "H", "H", "O", "H", "H", "O", "H", "H", "O", "H", "H", "O", "H", "H", "O", "H", "H", "O", "H", "H", "O", "H", "H", "O", "H", "H", "O", "H", "H", "O", "H", "H", "O", "H", "H", "O"], "xyz": [[1.90358, -1.53017, -0.16527], [1.93499, -2.93715, -0.26671], [0.44580, -1.08981, -0.43863], [0.30590, 0.38598, -0.70268], [0.39673, 1.22382, 0.61339], [-2.83837, 1.85942, 2.17680], [-1.58223, 1.64232, 1.99762], [-0.86135, 1.98883, 0.83467], [2.64231, -1.17968, -0.91125], [2.21019, -1.24181, 0.83243], [0.05772, -1.64335, -1.20594], [-0.14855, -1.38390, 0.43608], [1.03003, 0.79691, -1.45077], [-0.69714, 0.51798, -1.20401], [0.64059, 0.57085, 1.45924], [1.21197, 1.97785, 0.52667], [-3.41648, 2.18638, 1.44619], [-0.96725, 1.23979, 2.84527], [-1.41734, 2.16057, -0.06439], [1.31769, -3.29752, 0.40045], [0.05034, -2.58864, 2.10936], [0.13827, -3.56442, 1.63667], [-3.33023, -0.91485, -1.47073], [-2.28909, -1.79050, -0.76581], [-2.69822, -1.67980, -1.62774], [1.38138, 0.57107, 3.79149], [0.87389, -0.65667, 2.98029], [1.76957, -0.11907, 3.26286], [1.75507, -1.01667, -2.90255], [1.25683, -2.36551, -2.49459], [1.24178, -1.71620, -3.27200], [4.12216, 1.02808, 1.95360], [2.70906, 0.46029, 2.02306], [3.35883, 0.81452, 1.41842], [0.44625, 3.37925, -0.81590], [1.79704, 3.02548, -1.44716], [0.98627, 3.42412, -1.62905], [-1.68944, -0.97251, -2.77946], [-0.30928, -0.86691, -3.42233], [-1.10736, -0.40382, -3.36811], [-0.80187, 2.55470, -2.49147], [-1.37747, 1.23031, -2.94335], [-1.60144, 2.06046, -2.44261], [-2.93668, 1.25060, -1.16816], [-3.04500, 0.28163, 0.00804], [-3.59729, 0.67993, -0.67914], [3.18420, 1.57840, -0.03458], [3.03243, 1.19039, -1.48133], [3.16346, 1.98322, -0.97984], [-0.65697, -3.57941, 1.14615], [-0.76114, -1.49795, 3.50638], [-0.38257, -1.24288, 2.65732], [-3.05500, -0.90543, 1.74168], [-1.47284, -0.98932, 1.71747], [-2.32372, -0.88919, 1.10397]], "lowdin_charge": [-0.24, -0.10, -0.20, -0.16, -0.18, 0.06, -0.32, 0.00, 0.12, 0.10, 0.06, 0.07, 0.10, 0.08, 0.07, 0.09, 0.00, 0.12, 0.12, 0.03, 0.05, -0.12, 0.05, 0.01, -0.08, 0.03, 0.01, -0.15, 0.02, 0.09, -0.05, 0.07, -0.03, -0.05, 0.04, -0.06, -0.04, 0.03, -0.04, -0.07, 0.00, 0.02, -0.09, 0.04, -0.03, -0.09, 0.03, 0.01, -0.09, 0.01, 0.05, -0.29, 0.07, 0.00, -0.14]}

=====

Here are the calculated ΔE to the lowest compared entry with this formula, charge and spin numbers, same order: 0.926; 1.255; 0.711 (eV).